<a>
The following is a DFT calculation (ωB97M-V/def2-TZVPD) of an isolated ion of composition C5H12NO and charge -1.

Element x y z (Å)
1 C 1.46314 -1.64456 1.65936
2 N 0.24560 -1.33732 0.97943
3 C 0.14212 -0.04514 0.26152
4 C -0.94216 -0.21532 -0.73871
5 C -0.62013 0.63832 -2.07484
6 O -0.04906 1.73051 -1.63472
7 C -0.25915 1.05673 1.24844
8 H 2.34876 -1.48345 1.15434
9 H 1.49699 -2.76385 1.61402
10 H 1.70008 -1.45160 2.61977
11 H -0.64043 -1.50090 1.52684
12 H 1.10424 0.12706 -0.28145
13 H -1.22901 -1.31054 -1.00481
14 H -1.88670 0.17270 -0.44994
15 H -0.10435 0.03172 -2.71588
16 H -1.58192 0.87585 -2.53794
17 H -0.52527 2.06380 0.66073
18 H 0.53036 1.25789 1.94034
19 H -1.24237 0.75824 1.56116

SMILES: CN[C@H](C)CC[O-]
E_HOMO: -2.02 eV
Net charge: -1

---

<b>
The following is a DFT calculation (ωB97M-V/def2-TZVPD) of an isolated ion of composition C5H12NO and charge -1.

Element x y z (Å)
1 C 0.11144 -0.42112 -0.52738
2 C -0.50771 0.71900 0.25724
3 C -1.85630 1.17966 -0.28972
4 C 0.43266 1.92632 0.36234
5 N 1.20656 -1.07586 0.11372
6 C 1.13757 -2.64788 0.07020
7 O -0.05809 -3.14561 0.01337
8 H -0.70810 -1.11609 -0.75040
9 H 0.36811 -0.02921 -1.52443
10 H -0.65420 0.35329 1.28670
11 H -1.69727 1.65006 -1.27187
12 H -2.26314 1.97585 0.34085
13 H -2.58079 0.37563 -0.47540
14 H 1.33424 1.63970 0.90895
15 H 0.70723 2.25446 -0.63366
16 H 0.01338 2.73001 0.96106
17 H 1.44032 -0.63262 0.99741
18 H 1.79040 -2.86258 -0.80512
19 H 1.78369 -2.87303 0.96613

SMILES: CC(C)CNC[O-]
E_HOMO: -2.42 eV
Net charge: -1

---

<c>
The following is a DFT calculation (ωB97M-V/def2-TZVPD) of an isolated ion of composition C5H12NO and charge -1.

Element x y z (Å)
1 C 1.69787 0.63949 -0.85079
2 C 0.33181 0.08335 -0.38198
3 C -0.12462 0.51356 0.94133
4 C 0.70155 -0.25044 1.98490
5 N -0.78748 0.27566 -1.40259
6 C -1.99477 -0.77491 -1.17939
7 O -2.70740 -0.43404 -0.20690
8 H 1.71866 1.62080 -0.19026
9 H 2.36168 -0.15331 -0.55661
10 H 1.80283 0.82553 -1.96101
11 H 0.46278 -1.16047 -0.31316
12 H -0.06202 1.57528 0.98177
13 H -1.17472 0.14056 1.18519
14 H 0.55382 -1.35527 1.62658
15 H 0.19161 -0.13327 2.95743
16 H 1.75582 0.00429 1.97866
17 H -0.91457 1.27750 -1.35759
18 H -2.45099 -0.96256 -2.16936
19 H -1.36185 -1.73174 -1.08621

SMILES: CC[C@H](C)NC[O-]
E_HOMO: -2.51 eV
Net charge: -1

---

<b> is the most stable structure; the next one sits 0.0547 hartree above it.

---

<a>
The following is a DFT calculation (ωB97M-V/def2-TZVPD) of one molecule with the formula C4H10N2S.

Element x y z (Å)
1 C 0.41551 0.78604 0.60362
2 C -0.28850 1.33019 -0.68768
3 C -0.21453 -0.10559 -1.30021
4 C 0.91036 -0.41054 -0.24347
5 H -0.07214 -0.17544 2.36974
6 H -0.88783 1.19319 2.11003
7 H 1.19134 1.49582 0.95723
8 H 0.35973 2.06872 -1.20136
9 H -1.30060 1.73645 -0.61633
10 H 0.07164 -0.21846 -2.33685
11 H -2.10394 -0.72853 0.11660
12 H 1.80327 -0.09695 -0.71568
13 H 1.36594 -2.39430 -0.36941
14 H 0.09850 -2.09756 0.56231
15 N -0.53723 0.34849 1.61080
16 N 1.03121 -1.71550 0.35208
17 S -1.84272 -1.01603 -1.21141

SMILES: N[C@@H]1[C@H](N)C[C@@H]1S
E_HOMO: -8.80 eV
Net charge: 0

---

<b>
The following is a DFT calculation (ωB97M-V/def2-TZVPD) of C4H10N2S as an isolated structure.

Element x y z (Å)
1 C 2.10555 -0.84386 -0.30232
2 C 0.57096 -1.29985 0.19551
3 C -1.50988 1.77521 -0.01119
4 C -1.35875 0.27291 -0.00991
5 N 2.58818 0.35765 0.29145
6 N -0.14508 -0.07255 0.53858
7 S 1.44588 1.54365 0.19388
8 H 2.81710 -1.58327 0.03150
9 H 2.21654 -0.74739 -1.34752
10 H 0.24413 -1.84598 -0.69158
11 H 0.62411 -1.79582 1.16658
12 H -2.24456 2.19165 -0.57454
13 H -1.69538 2.01609 1.06170
14 H -0.52449 2.11886 -0.35540
15 H -2.17738 -0.12639 0.64864
16 H -1.41318 -0.15490 -1.00931
17 H 2.99307 0.13192 1.26127

E_HOMO (alpha / beta): -7.83 / -7.83 eV
Net charge: 0

---

<c>
The following is a DFT calculation (ωB97M-V/def2-TZVPD) of one molecule with the formula C4H10N2S.

Element x y z (Å)
1 C 0.15466 0.98878 0.78945
2 C 0.84333 -0.34951 0.79161
3 C 0.59398 0.35053 -0.49748
4 C -0.41587 -0.21365 -1.46748
5 H -1.80603 1.65811 0.62775
6 H -1.38911 1.20582 2.12617
7 H 0.78221 1.81188 1.20920
8 H 1.94521 -0.37045 1.12845
9 H -0.83152 -1.27204 1.24578
10 H 0.58421 -2.01653 1.88558
11 H 1.40544 0.79364 -1.06925
12 H -0.97668 0.56788 -1.97970
13 H -1.09017 -0.87817 -0.93419
14 H 0.96973 -0.29132 -3.36792
15 N -1.24551 0.90027 1.13861
16 N 0.15734 -1.56089 1.09290
17 S 0.31879 -1.32435 -2.71949

SMILES: N[C@@H]1[C@H](N)[C@@H]1CS
E_HOMO: -8.48 eV
Net charge: 0

---

<a> is the most stable structure; the next one sits 0.0188 hartree above it.

---

<a>
The following is a DFT calculation (ωB97M-V/def2-TZVPD) of a 6-piece molecular cluster, H12O6 overall.

Element x y z (Å)
1 H -0.26627 -0.71964 -1.64311
2 H 0.83836 0.10848 -1.00745
3 H 1.51325 0.53990 2.73285
4 H 1.69389 1.39568 1.48985
5 H 5.46959 0.35108 -1.65466
6 H 5.47411 0.29104 -0.13597
7 H -4.16044 -1.71189 0.24744
8 H -4.22800 -0.50343 -0.67185
9 H -3.47371 2.92702 0.12033
10 H -2.43502 3.53619 -0.80706
11 H 0.79559 -2.92955 0.53183
12 H -0.38832 -3.57293 1.23501
13 O -0.03514 0.18591 -1.40744
14 O 1.11294 0.73127 1.87721
15 O 4.88716 0.41898 -0.88970
16 O -4.02101 -1.44478 -0.66809
17 O -2.60913 3.35302 0.12306
18 O -0.16787 -2.95633 0.52777

SMILES: O.O.O.O.O.O
E_HOMO: -10.69 eV
Net charge: 0

---

<b>
The following is a DFT calculation (ωB97M-V/def2-TZVPD) of a 5-piece molecular cluster, H12O6 overall.

Element x y z (Å)
1 H 0.37734 -0.71116 -0.30326
2 H 0.04332 0.56380 0.45367
3 H -1.76250 -2.23662 0.21764
4 H -0.38921 -2.29301 0.86643
5 H 2.47794 -1.47830 -0.34938
6 H 3.52422 -2.58039 -0.37632
7 H -4.60481 0.16263 0.22483
8 H -4.69199 -1.30253 -0.16981
9 H -0.77104 3.71487 -0.31774
10 H 0.70147 3.74279 0.05773
11 H 3.41530 0.84455 0.12003
12 H 1.93856 0.51521 -0.02421
13 O -0.36316 -0.22396 0.07525
14 O -0.99212 -1.69190 0.41459
15 O 3.38305 -1.67359 -0.08176
16 O -4.84536 -0.41362 -0.50937
17 O -0.13236 4.19901 0.21769
18 O 2.69134 0.86223 -0.51602

E_HOMO: -8.79 eV
Net charge: 0

---

<a> is the most stable structure; the next one sits 0.1640 hartree above it.

---

<a>
The following is a DFT calculation (ωB97M-V/def2-TZVPD) of a 6-piece molecular cluster, H12O6 overall.

Element x y z (Å)
1 O -3.24728 8.56847 2.69518
2 H -3.51180 7.60310 3.06175
3 H -2.89386 8.66389 1.73990
4 O 2.76735 -7.38378 -1.19120
5 H 2.91385 -6.94958 -0.37089
6 H 1.90947 -7.25261 -1.56924
7 O -0.16371 0.16197 -1.40901
8 H -0.93482 -0.52207 -1.30113
9 H -0.46654 0.62687 -2.26979
10 O 0.59064 -7.20272 -2.77088
11 H 0.84844 -7.39477 -3.69524
12 H -0.30219 -6.95163 -2.79624
13 O 0.63035 4.67503 1.98639
14 H 0.64051 3.79800 1.98013
15 H 1.56006 4.92886 2.36876
16 O 0.23235 1.45572 1.44516
17 H -0.50653 2.02139 1.60682
18 H -0.06629 1.15386 0.48953

SMILES: O.O.O.O.O.O
E_HOMO: -10.74 eV
Net charge: 0

---

<b>
The following is a DFT calculation (ωB97M-V/def2-TZVPD) of a 6-piece molecular cluster, H12O6 overall.

Element x y z (Å)
1 O 17.15615 1.22898 -26.97883
2 H 16.83604 0.46405 -27.46915
3 H 16.38130 1.56187 -26.50710
4 O 15.66843 4.40573 -21.64208
5 H 15.08628 4.69088 -20.92567
6 H 15.88501 3.48758 -21.43754
7 O 12.32067 2.51358 -24.58943
8 H 11.86015 2.84000 -25.37220
9 H 11.74746 1.82831 -24.22560
10 O 15.98379 -0.14208 -24.00670
11 H 15.92762 0.71240 -24.46952
12 H 15.26398 -0.11663 -23.36933
13 O 15.16910 2.65599 -24.70008
14 H 15.41731 3.37077 -24.10088
15 H 14.20553 2.53995 -24.56784
16 O 14.27674 6.61641 -23.04046
17 H 14.80258 5.81667 -22.89830
18 H 14.91505 7.28730 -23.30569

SMILES: O.O.O.O.O.O
E_HOMO: -10.94 eV
Net charge: 0

---

<b> is the most stable structure; the next one sits 0.0624 hartree above it.

---

<a>
The following is a DFT calculation (ωB97M-V/def2-TZVPD) of a 6-piece molecular cluster, H12O6 overall.

Element x y z (Å)
1 H 1.02965 0.93205 -0.51868
2 H -0.10382 0.00779 -0.10512
3 H -2.62328 -1.57296 -1.36986
4 H -4.00208 -1.92004 -0.83274
5 H -4.10417 0.88049 0.12734
6 H -3.09953 -0.17386 0.56219
7 H 1.14614 3.51709 0.42488
8 H 0.05042 2.97190 -0.47634
9 H 6.15738 -0.73946 -0.17980
10 H 5.07864 0.08388 -0.86425
11 H 0.36438 -1.36559 1.26522
12 H -0.33356 -2.23423 2.29885
13 O 0.85779 0.07164 -0.11974
14 O -3.55865 -1.37584 -1.49320
15 O -3.16182 0.67837 0.11630
16 O 0.25108 3.16023 0.44738
17 O 5.62830 -0.69870 -0.98442
18 O 0.42314 -2.22278 1.70198

SMILES: O.O.O.O.O.O
E_HOMO: -10.95 eV
Net charge: 0

---

<b>
The following is a DFT calculation (ωB97M-V/def2-TZVPD) of a 6-piece molecular cluster, H12O6 overall.

Element x y z (Å)
1 H -0.98652 -0.39516 -0.31029
2 H 0.15284 0.29787 -0.89614
3 H 5.64215 1.30227 -0.13437
4 H 4.37045 1.57081 -0.83371
5 H -4.25156 2.71358 0.74720
6 H -3.02914 2.06592 0.72981
7 H 2.10299 -2.23505 -0.83958
8 H 1.25581 -2.57165 0.34187
9 H -3.85980 0.12346 -0.69342
10 H -4.67227 -1.14421 -0.25450
11 H 2.48821 -1.17163 0.76924
12 H 1.07469 -0.97093 1.04472
13 O -0.02860 -0.26794 -0.15089
14 O 5.13473 2.07349 -0.55262
15 O -3.91341 1.80045 0.73608
16 O 1.24672 -1.91413 -0.34317
17 O -4.62140 -0.37686 -0.83292
18 O 1.89412 -0.90031 1.47270

SMILES: O.O.O.O.O.O
E_HOMO: -10.38 eV
Net charge: 0

---

<c>
The following is a DFT calculation (ωB97M-V/def2-TZVPD) of a 6-piece molecular cluster, H12O6 overall.

Element x y z (Å)
1 O -1.98576 2.18477 -2.30613
2 H -1.03738 2.23604 -2.42517
3 H -2.15185 2.66289 -1.49369
4 O 3.60442 -1.08822 -0.44652
5 H 4.13220 -1.79443 -0.07377
6 H 2.70253 -1.40197 -0.38022
7 O 0.61146 0.91753 1.74638
8 H 0.30386 1.62754 2.30987
9 H 0.54285 0.13275 2.29010
10 O 1.26777 -2.57715 -0.73586
11 H 0.53761 -2.01393 -0.47920
12 H 1.25450 -2.56610 -1.69291
13 O -0.34211 -0.04961 -0.46215
14 H -0.96063 0.68059 -0.44019
15 H 0.25042 0.11566 0.27120
16 O -3.03404 0.49893 1.12016
17 H -2.75856 -0.41492 1.19257
18 H -2.93729 0.84962 2.00553

SMILES: O.O.O.O.O.O
E_HOMO: -10.69 eV
Net charge: 0

---

<d>
The following is a DFT calculation (ωB97M-V/def2-TZVPD) of a 6-piece molecular cluster, H12O6 overall.

Element x y z (Å)
1 O -24.27645 15.23291 1.77340
2 H -25.19594 15.31588 2.02616
3 H -24.17757 15.82685 1.02930
4 O -19.98441 11.66295 -0.44008
5 H -20.13765 11.09535 -1.19545
6 H -20.67104 11.42429 0.18266
7 O -23.63498 13.99428 -3.97606
8 H -24.12094 14.79230 -4.18399
9 H -23.61397 13.96847 -3.01944
10 O -23.16182 16.94420 -0.57794
11 H -22.26717 17.24536 -0.41943
12 H -23.67909 17.74763 -0.63416
13 O -20.26588 13.70174 -4.40982
14 H -19.74553 12.96065 -4.09959
15 H -21.04690 13.69496 -3.85648
16 O -22.56181 14.31378 -1.59490
17 H -22.08044 13.79650 -0.94920
18 H -22.67245 15.17026 -1.18205

SMILES: O.O.O.O.O.O
E_HOMO: -10.67 eV
Net charge: 0

---

<d> is the most stable structure; the next one sits 0.0031 hartree above it.

---

<a>
The following is a DFT calculation (ωB97M-V/def2-TZVPD) of a 6-piece molecular cluster, H12O6 overall.

Element x y z (Å)
1 H 2.15821 -0.40767 -0.11925
2 H 2.39684 -1.63847 0.63097
3 H -0.90116 1.42912 -1.02815
4 H -0.73006 0.54167 -2.28779
5 H -3.31174 0.01306 -1.37478
6 H -2.16742 -0.65697 -0.56096
7 H 0.62173 -0.43577 4.22527
8 H -0.71537 -0.22100 3.46729
9 H 0.88940 4.22195 1.07349
10 H 0.42701 2.98994 1.86080
11 H 0.26366 -2.20238 -2.42427
12 H 0.84226 -2.78890 -3.70288
13 O 1.68076 -1.10330 0.27236
14 O -0.36676 1.27693 -1.82807
15 O -2.90259 -0.82575 -1.10826
16 O -0.14542 -0.90696 3.83696
17 O 1.17579 3.58828 1.81324
18 O 0.78485 -2.87377 -2.74599

SMILES: O.O.O.O.O.O
E_HOMO: -11.34 eV
Net charge: 0

---

<b>
The following is a DFT calculation (ωB97M-V/def2-TZVPD) of a 6-piece molecular cluster, H12O6 overall.

Element x y z (Å)
1 O -0.32533 -1.67878 2.45717
2 H 0.23567 -2.12878 1.80117
3 H -0.78333 -1.06478 1.91917
4 O -0.77433 -1.18278 -3.00283
5 H -0.42433 -2.05478 -3.01283
6 H -0.29633 -0.83778 -2.20183
7 O 1.26967 -2.52578 0.48517
8 H 1.98767 -3.10778 0.35317
9 H 0.73067 -2.58778 -0.26283
10 O -0.24733 2.12222 1.26117
11 H -1.14233 1.98822 1.34917
12 H 0.20367 1.72522 2.00417
13 O 0.33867 0.05322 -0.56683
14 H 0.95367 -0.38378 0.04117
15 H 0.20667 0.91922 -0.21383
16 O -0.70833 3.93422 -0.80883
17 H -0.93633 3.35122 -1.48283
18 H -0.28833 3.45922 -0.11883

SMILES: O.O.O.O.O.O
E_HOMO: -11.23 eV
Net charge: 0

---

<c>
The following is a DFT calculation (ωB97M-V/def2-TZVPD) of a 6-piece molecular cluster, H12O6 overall.

Element x y z (Å)
1 O -2.19487 -0.74778 1.30769
2 H -2.90254 -1.33878 1.02687
3 H -1.95627 -1.04472 2.19758
4 O -0.23970 0.50746 3.33709
5 H 0.07760 0.53894 2.42266
6 H 0.55590 0.38088 3.86543
7 O 0.28670 0.40452 0.35995
8 H 0.60776 0.61740 -0.52488
9 H -0.54924 -0.06691 0.21578
10 O 0.85394 2.64471 -3.53080
11 H 1.66976 2.19359 -3.76994
12 H 0.27910 1.95312 -3.14998
13 O -0.41647 0.21317 -2.75125
14 H -1.23095 -0.30223 -2.71076
15 H 0.17852 -0.31155 -3.30278
16 O 2.04562 -1.80751 1.67100
17 H 1.33750 -1.25024 1.31382
18 H 1.59763 -2.58408 2.02255

SMILES: O.O.O.O.O.O
E_HOMO: -11.10 eV
Net charge: 0

---

<c> is the most stable structure; the next one sits 0.0163 hartree above it.